# 1
{"formula": "C13H33AsMnN4O10P2S2Si2", "method": "wB97M-V/def2-TZVPD", "species": ["Mn", "N", "C", "C", "P", "O", "O", "O", "P", "O", "O", "O", "H", "H", "H", "H", "H", "H", "H", "H", "C", "N", "C", "C", "C", "N", "C", "O", "N", "H", "H", "H", "H", "H", "H", "H", "C", "Si", "C", "C", "As", "Si", "C", "C", "C", "H", "H", "H", "H", "H", "H", "H", "H", "H", "H", "H", "H", "H", "H", "H", "H", "H", "H", "O", "S", "O", "O", "S"], "positions_angstrom": [[-0.2030, 0.6697, 0.5431], [2.4193, 1.2538, 3.4577], [2.4776, -0.2689, 3.5798], [3.3309, -0.6952, 4.7585], [0.6893, -0.6657, 3.7427], [0.4642, 0.1894, 5.1474], [0.3664, -2.0876, 3.9982], [0.1362, 0.1723, 2.6468], [3.2236, -0.7053, 1.9309], [4.6129, 0.1929, 2.1924], [3.6075, -2.1338, 1.9116], [2.4186, 0.0556, 0.9410], [1.8132, 1.6702, 4.1661], [2.0021, 1.4440, 2.5248], [3.3624, 1.6404, 3.4851], [2.9041, -0.3666, 5.7080], [4.3540, -0.3291, 4.6585], [3.3620, -1.7839, 4.7479], [-0.3262, -0.1196, 5.5906], [5.3449, -0.2453, 1.7619], [-0.9777, -4.2655, 2.1963], [-1.7728, -3.1669, 1.6626], [-3.0823, -3.0182, 1.9371], [-3.7954, -1.9361, 1.5639], [-3.0483, -0.8835, 0.9035], [-1.7502, -0.9878, 0.7250], [-1.0426, -2.1163, 1.0582], [0.1490, -2.2308, 0.8800], [-3.7080, 0.1772, 0.4093], [-1.6400, -5.0972, 2.4384], [-0.4284, -3.9198, 3.0721], [-0.2555, -4.5654, 1.4409], [-3.5429, -3.8535, 2.4532], [-4.8562, -1.8562, 1.7364], [-4.5371, 0.4665, 0.9017], [-3.1361, 0.9620, 0.0672], [-2.1978, 0.9073, -4.1722], [-1.1992, -0.5042, -3.3762], [-0.5723, -1.5373, -4.8530], [-2.5005, -1.6242, -2.5493], [0.4842, 0.0601, -1.9215], [1.2986, 1.9511, -2.9516], [0.1589, 3.4620, -3.0617], [2.8706, 2.4821, -2.0370], [1.8678, 1.6124, -4.7481], [-3.0249, 0.5047, -4.7683], [-1.5720, 1.5092, -4.8343], [-2.6076, 1.5625, -3.4008], [-1.4004, -1.9211, -5.4586], [0.0143, -2.3842, -4.4897], [0.0739, -0.9368, -5.4984], [-3.1977, -1.9833, -3.3149], [-3.0760, -1.0858, -1.7948], [-2.0350, -2.4959, -2.0829], [-0.2695, 3.6647, -2.0800], [-0.6598, 3.2938, -3.7623], [0.7186, 4.3441, -3.3941], [2.6299, 2.8492, -1.0383], [3.3686, 3.2829, -2.5948], [3.5581, 1.6401, -1.9332], [1.0259, 1.5064, -5.4371], [2.4602, 0.6953, -4.7922], [2.4887, 2.4405, -5.1083], [-2.1254, 2.5314, -0.3969], [-1.6874, 3.0636, 0.9177], [-1.9603, 2.0180, 1.9227], [-2.2468, 4.3625, 1.2411], [0.3786, 3.1333, 0.8297]], "relative_energy_kcal_mol": 18.4, "multiplicity": 6, "total_charge": -2, "orbital_gap_ev": [5.27, 5.57], "s_squared": 8.75}


# 2
{"formula": "C13H33Cl2IrOP", "method": "wB97M-V/def2-TZVPD", "species": ["Ir", "Cl", "Cl", "H", "H", "P", "C", "C", "C", "C", "H", "C", "H", "H", "H", "H", "H", "H", "H", "C", "C", "H", "H", "H", "H", "H", "H", "C", "H", "C", "H", "H", "H", "H", "H", "H", "C", "C", "O", "C", "C", "H", "H", "H", "H", "H", "H", "H", "H", "H", "H"], "positions_angstrom": [[0.2282, 0.4992, 1.8981], [1.5979, 1.2849, 0.2938], [-1.0331, -1.0392, 0.7395], [-0.8325, 1.7068, 1.9698], [1.3047, 1.3330, 2.7130], [0.0290, 0.0200, -1.7416], [1.6642, -0.5342, -2.4684], [-1.2279, -0.8564, -2.8872], [0.0131, 1.7898, -2.3476], [2.1756, -1.6753, -1.5878], [2.2848, 0.3610, -2.3108], [1.7464, -0.8819, -3.9546], [1.2546, -1.8303, -4.2024], [2.8092, -0.9983, -4.2108], [1.3675, -0.0813, -4.5962], [2.1904, -1.3750, -0.5374], [3.2021, -1.9339, -1.8699], [1.5531, -2.5718, -1.6864], [0.9994, 2.1471, -2.0141], [-1.0720, 2.5264, -1.5642], [-0.0473, 2.0740, -3.8526], [0.9595, 2.0886, -4.2916], [-0.4566, 3.0842, -3.9996], [-0.6765, 1.3762, -4.4241], [-0.9224, 2.4049, -0.4881], [-2.0715, 2.1614, -1.8224], [-1.0256, 3.5972, -1.7910], [-1.3094, -2.3575, -2.5918], [-0.8065, -0.6957, -3.8922], [-2.6284, -0.2420, -2.7905], [-0.4051, -2.9053, -2.8823], [-2.1328, -2.7829, -3.1849], [-1.5142, -2.5300, -1.5269], [-2.9489, -0.1679, -1.7408], [-3.3301, -0.8964, -3.3305], [-2.7012, 0.7411, -3.2701], [1.5404, -1.3494, 5.0158], [0.1434, -1.3442, 4.4161], [-0.2577, -0.0692, 3.8618], [-0.1327, 1.0391, 4.7975], [-1.1338, 0.9081, 5.9342], [2.2413, -0.8044, 4.3760], [1.8891, -2.3859, 5.0877], [1.5754, -0.9198, 6.0227], [0.0678, -2.0320, 3.5675], [-0.6473, -1.5905, 5.1367], [0.9002, 1.0725, 5.1832], [-0.3013, 1.9368, 4.1762], [-0.6491, 0.4863, 6.8211], [-1.4725, 1.9138, 6.1932], [-2.0010, 0.2987, 5.6544]], "relative_energy_kcal_mol": 1.8, "multiplicity": 5, "total_charge": -1, "orbital_gap_ev": [3.90, 6.27], "s_squared": 6.01}


# 3
{"formula": "C13H33ClF3MnN3O6S", "method": "wB97M-V/def2-TZVPD", "species": ["Mn", "C", "F", "F", "F", "S", "O", "O", "O", "Cl", "C", "C", "C", "O", "C", "N", "H", "H", "H", "H", "H", "H", "H", "H", "H", "H", "H", "C", "C", "C", "O", "C", "N", "H", "H", "H", "H", "H", "H", "H", "H", "H", "H", "H", "C", "C", "C", "O", "C", "N", "H", "H", "H", "H", "H", "H", "H", "H", "H", "H", "H"], "positions_angstrom": [[-0.8387, -0.3292, 0.1280], [3.9835, 0.8781, -0.1830], [4.2751, -0.1087, 0.6544], [3.8661, 1.9687, 0.5452], [4.9215, 1.1220, -1.1062], [2.3634, 0.4561, -0.9259], [1.9937, 1.7372, -1.4600], [2.6467, -0.5984, -1.8187], [1.5215, 0.0637, 0.2117], [-3.1060, -1.0945, 0.0699], [-2.5821, 0.9671, 3.6259], [-1.9092, 1.6599, 2.4086], [-1.7309, 3.0776, 2.7535], [-1.0983, 3.8911, 1.7833], [-1.3910, 5.2639, 1.8938], [-0.6501, 0.9107, 2.0981], [-2.0844, 1.4117, 4.5163], [-2.4762, -0.1441, 3.5240], [-3.6588, 1.2131, 3.6385], [-2.5887, 1.6198, 1.5118], [-1.0517, 3.1853, 3.7305], [-2.8260, 3.3902, 2.9817], [-2.4704, 5.3827, 1.6989], [-0.8357, 5.8563, 1.2338], [-1.2692, 5.6489, 2.9707], [-0.4084, 0.1227, 2.7247], [0.1951, 1.4999, 2.1565], [1.2441, -4.2444, 2.1267], [1.1727, -3.0558, 1.1376], [1.7533, -3.3566, -0.2991], [1.0931, -4.3916, -0.9975], [1.7004, -4.7589, -2.2239], [-0.2347, -2.6517, 0.8076], [0.6405, -4.1515, 3.0302], [2.3046, -4.3035, 2.4138], [0.9379, -5.1398, 1.5318], [1.6446, -2.1258, 1.5241], [2.7921, -3.6338, -0.3262], [1.7240, -2.4717, -0.9693], [0.9069, -5.2123, -2.8304], [2.5117, -5.4597, -2.1522], [1.9878, -3.8906, -2.8922], [-0.8525, -2.5911, 1.6347], [-0.6340, -3.4100, 0.2758], [-1.2645, 3.0312, -2.9822], [-1.2887, 1.7260, -2.2967], [-0.4874, 0.6313, -3.0142], [-0.4974, -0.4922, -2.1363], [-0.2954, -1.7954, -2.7961], [-0.8211, 1.7267, -0.8938], [-1.4426, 2.9132, -4.1100], [-0.3521, 3.6276, -2.8193], [-2.1379, 3.6514, -2.6828], [-2.3444, 1.4196, -2.1320], [0.5941, 0.9233, -3.2291], [-0.8710, 0.2753, -3.9791], [-1.0410, -1.7693, -3.6522], [-0.5823, -2.6646, -2.1691], [0.7582, -1.8566, -3.1067], [-1.4956, 2.2358, -0.3211], [0.0860, 2.2139, -0.8366]], "multiplicity": 6, "orbital_gap_ev": [9.08, 9.88], "s_squared": 8.75}


# 4
{"formula": "C13H33NO2Si3Tc", "method": "wB97M-V/def2-TZVPD", "species": ["Tc", "C", "O", "Si", "C", "C", "C", "Si", "C", "C", "C", "Si", "C", "C", "C", "H", "H", "H", "H", "H", "H", "H", "H", "H", "H", "H", "H", "H", "H", "H", "H", "H", "H", "H", "H", "H", "H", "H", "H", "H", "H", "H", "N", "C", "O", "C", "C", "H", "H", "H", "H", "H", "H"], "positions_angstrom": [[1.0526, -1.1687, -0.2317], [-0.3813, -3.6704, 1.1994], [-0.2390, -2.2435, 0.9217], [-1.1504, -0.9077, 1.6201], [-2.9404, -1.2512, 1.4605], [-0.7081, -0.8376, 3.3961], [-0.2463, 0.2455, 0.4082], [1.0090, 1.4254, 1.2836], [0.2101, 2.2969, 2.7042], [2.3834, 0.2416, 1.8463], [1.7734, 2.6287, 0.1070], [-1.4448, 0.9861, -0.9178], [-2.7732, 1.8999, 0.0017], [-2.2039, -0.3787, -1.9586], [-0.5562, 2.1435, -2.0656], [-0.1759, -3.8425, 2.2527], [0.3342, -4.2120, 0.5876], [-1.3928, -3.9737, 0.9431], [-3.1473, -2.2001, 1.9654], [-3.3225, -1.3041, 0.4456], [-3.5013, -0.4845, 2.0027], [-1.0328, -1.7703, 3.8679], [-1.2680, -0.0361, 3.8845], [0.3500, -0.6942, 3.6079], [0.1430, 1.6710, 3.5923], [-0.7835, 2.6782, 2.4686], [0.8352, 3.1579, 2.9588], [2.0705, -0.7852, 2.1009], [2.8313, 0.6177, 2.7713], [3.1982, 0.1946, 1.1192], [1.1363, 3.4944, -0.0781], [2.0230, 2.1740, -0.8507], [2.7012, 3.0007, 0.5521], [-3.5715, 1.2360, 0.3371], [-3.2211, 2.6180, -0.6919], [-2.4135, 2.4694, 0.8588], [-2.0933, -1.3848, -1.5530], [-1.7807, -0.3707, -2.9665], [-3.2755, -0.1960, -2.0752], [-0.4024, 3.1324, -1.6348], [-1.1870, 2.2676, -2.9512], [0.4158, 1.7747, -2.4011], [3.7174, -0.0907, -3.1394], [2.6504, -0.4810, -2.5058], [2.5796, -0.3255, -1.2305], [1.4631, -1.0934, -3.1675], [0.7025, -1.9148, -2.1241], [4.4791, 0.3487, -2.6389], [3.8016, -0.2006, -4.1397], [1.7462, -1.6858, -4.0395], [0.8447, -0.2684, -3.5321], [1.1180, -2.9289, -2.0243], [-0.3568, -2.0019, -2.3477]], "multiplicity": 4, "total_charge": 2, "orbital_gap_ev": [8.64, 8.33], "s_squared": 3.80}